[1]
The following is a DFT calculation (ωB97M-V with the def2-TZVPD basis set) of a molecular structure, C41H57BFN11O3S4Sc.

The energy above the lowest of the compared OMol25 structures with the same formula, charge and spin is 51.65 kJ/mol. The charge is +1. The gap between HOMO and LUMO is 0.2654 Ha. The spin multiplicity is 1. The calculation puts the molecular weight at 955.0 g/mol. The value obtained for the HOMO energy is -9.35 eV.

CARTESIAN COORDINATES (ANGSTROEM)
C -2.86834 -4.96587 1.96776
C 0.27432 2.08365 2.96196
C -5.18245 0.32598 -1.02107
C -1.35133 -0.22951 -5.26883
H -3.10625 -1.05784 -4.24508
O 2.18279 0.53786 0.50234
C -2.08937 -0.70448 -4.25427
N -4.36816 1.37778 -0.61959
C 2.77879 -3.50651 -0.86295
C -1.83195 -2.90900 -0.11917
C -0.34100 -4.96001 1.69672
H -5.29067 3.48835 -2.01848
O 1.20066 -1.96731 -0.09135
H 1.95489 2.80535 1.84308
H -0.18873 -3.92346 1.98972
H -6.25278 0.38186 -0.96343
H -3.74417 1.17835 4.21629
C -1.69241 -5.19343 1.02071
N -1.58694 1.07516 2.64433
C 7.46660 -2.70419 0.24912
C -4.00753 3.67533 0.38942
H 1.98105 3.18670 3.57069
C -1.91014 -4.66734 -1.47287
C 1.05461 -0.19347 -6.88348
C 5.85686 -5.57243 -1.74701
S 1.53300 -1.52073 2.89584
S -1.74471 -1.86165 1.25441
H 5.92904 -6.65793 -1.68074
H -0.97640 -0.53903 -0.99150
H 2.92989 1.30662 -5.85461
C 0.90094 0.74636 -5.68418
H 7.77686 -5.12832 -0.87262
C 0.56909 -1.14087 4.22842
H -3.36248 3.32769 1.19351
H 7.54966 -1.62879 0.10618
C 2.42389 -2.23262 -0.25686
H 2.34678 1.54679 2.98318
H 5.58123 -1.20647 0.27847
H -6.38400 4.10309 -0.77291
H 2.68868 -0.00032 -4.68752
H -1.24320 -1.42401 5.16283
H -5.21044 1.68512 1.88692
N 5.12128 -3.04070 -0.55710
H -4.64047 -1.64553 -1.82740
H -1.59941 -0.10745 -6.30541
H 0.71900 -4.01946 -1.21136
N -0.68190 -1.59487 4.34628
H 8.46826 -3.11722 0.13575
N -1.82450 -4.26532 -0.14906
H 7.13180 -2.90164 1.26870
H -3.13588 2.49451 5.22317
C -5.89115 3.20799 -1.15249
H 1.38934 -1.17937 -6.55837
C -5.00225 2.61320 -0.05880
H -2.69016 -6.87156 0.03813
N 1.04702 -0.37533 5.21875
H -2.23846 0.50350 2.12468
H -6.66621 2.51452 -1.47802
O 4.31546 0.57880 1.13945
H -0.92044 -6.85706 -0.16457
H 0.48755 -0.08153 6.00125
C 3.36579 0.00680 0.65152
S 1.13712 0.23231 -2.28192
H 1.06195 2.57742 -6.80401
C 3.39473 -5.95800 -2.00097
H -2.79818 -5.67050 2.79693
H -3.80311 2.84386 3.63273
H 3.59694 -6.92651 -2.44065
C -3.20735 2.12788 4.20097
H 0.13454 -0.30901 -7.45442
H -1.97989 -3.44493 -3.30509
H 0.47192 -5.24178 1.02556
H -0.49490 3.41417 4.57280
F 1.09813 -6.37126 -2.27851
C 0.35529 2.10598 -6.12037
C 6.72541 -4.89613 -0.70380
C -3.06839 1.01515 -0.82120
H -3.81236 -5.14287 1.44959
C -5.83895 2.18662 1.14943
H -1.06846 -2.12148 3.57708
N -0.30191 1.13458 2.22695
H -4.59616 4.52063 0.75126
N -0.11238 0.13664 -4.75879
C 1.71934 2.42685 2.83583
C 2.27820 0.93559 -5.06185
C -0.10782 -0.10137 -3.41709
C 6.56066 -3.38570 -0.76255
N -3.08904 -0.23414 -1.34880
H -3.37297 4.01810 -0.42265
H 6.81212 -3.04316 -1.77141
H -1.63658 -7.29066 1.38306
H 6.20662 -5.29446 -2.74652
C 4.42674 -5.14633 -1.58939
S -1.61731 1.88015 -0.52152
N -1.90886 -2.46966 -1.39207
C -4.38892 -0.66631 -1.45759
C 4.11558 -3.89756 -1.00676
H -0.60087 2.01535 -6.63685
B -1.79889 -0.96756 -1.70531
H 1.80482 0.21737 -7.55841
C 2.07381 -5.54173 -1.85896
H -2.87527 -3.95503 2.36762
C 3.49856 -1.39347 0.11072
Sc 0.36299 -0.12218 0.40015
H -1.91358 -5.69990 -1.76132
C 1.74534 -4.34224 -1.30720
C -0.66463 2.63150 3.85288
H 0.22319 2.75853 -5.25682
H -6.65108 1.51232 0.87942
C -1.94986 -3.55434 -2.23505
H 1.98513 -0.02778 5.12891
C -1.74031 -6.63466 0.51975
H 2.27161 1.65671 -4.25133
C 4.78317 -1.85713 -0.04549
C -1.84954 1.97201 3.60867
N -1.31853 -0.64591 -3.11165
H -6.28049 3.06855 1.61387
H 6.47376 -5.24812 0.30084
H -0.27834 -5.59303 2.58316

Atom charges from the Löwdin analysis, given in e for atoms 1 to 99: number 1, C, carries -0.04; number 2, C, carries -0.32; number 3, C, carries -0.04; number 4, C, carries -0.04; number 5, H, carries 0.13; number 6, O, carries -0.20; number 7, C, carries -0.04; number 8, N, carries 0.01; number 9, C, carries -0.02; number 10, C, carries -0.60; number 11, C, carries -0.02; number 12, H, carries 0.10; number 13, O, carries -0.18; number 14, H, carries 0.09; number 15, H, carries 0.02; number 16, H, carries 0.12; number 17, H, carries 0.08; number 18, C, carries -0.53; number 19, N, carries 0.02; number 20, C, carries -0.04; number 21, C, carries -0.08; number 22, H, carries 0.09; number 23, C, carries -0.04; number 24, C, carries -0.03; number 25, C, carries -0.12; number 26, S, carries 0.73; number 27, S, carries 0.73; number 28, H, carries 0.13; number 29, H, carries -0.04; number 30, H, carries 0.09; number 31, C, carries -0.54; number 32, H, carries 0.13; number 33, C, carries -0.90; number 34, H, carries 0.05; number 35, H, carries 0.08; number 36, C, carries -0.31; number 37, H, carries 0.06; number 38, H, carries 0.13; number 39, H, carries 0.09; number 40, H, carries 0.07; number 41, H, carries 0.11; number 42, H, carries 0.08; number 43, N, carries 0.05; number 44, H, carries 0.13; number 45, H, carries 0.12; number 46, H, carries 0.11; number 47, N, carries 0.11; number 48, H, carries 0.09; number 49, N, carries 0.02; number 50, H, carries 0.10; number 51, H, carries 0.09; number 52, C, carries -0.02; number 53, H, carries 0.10; number 54, C, carries -0.54; number 55, H, carries 0.09; number 56, N, carries 0.12; number 57, H, carries 0.08; number 58, H, carries 0.08; number 59, O, carries 0.09; number 60, H, carries 0.08; number 61, H, carries 0.11; number 62, C, carries -0.59; number 63, S, carries 0.76; number 64, H, carries 0.09; number 65, C, carries 0.06; number 66, H, carries 0.09; number 67, H, carries 0.07; number 68, H, carries 0.14; number 69, C, carries -0.01; number 70, H, carries 0.07; number 71, H, carries 0.13; number 72, H, carries 0.08; number 73, H, carries 0.12; number 74, F, carries 0.07; number 75, C, carries -0.02; number 76, C, carries -0.14; number 77, C, carries -0.62; number 78, H, carries 0.09; number 79, C, carries -0.03; number 80, H, carries 0.00; number 81, N, carries -0.05; number 82, H, carries 0.09; number 83, N, carries 0.01; number 84, C, carries -0.01; number 85, C, carries -0.09; number 86, C, carries -0.58; number 87, C, carries -0.29; number 88, N, carries 0.04; number 89, H, carries 0.06; number 90, H, carries 0.16; number 91, H, carries 0.10; number 92, H, carries 0.13; number 93, C, carries -0.13; number 94, S, carries 0.71; number 95, N, carries 0.07; number 96, C, carries -0.03; number 97, C, carries -0.05; number 98, H, carries 0.08; number 99, B, carries -0.72

[2]
The following is a DFT calculation (ωB97M-V with the def2-TZVPD basis set) of a single C6H8ClF molecule in a non-equilibrium geometry.

The energy above the lowest of the compared OMol25 structures with the same formula, charge and spin is 421.94 kJ/mol. The charge is 0. The gap between HOMO and LUMO is 0.3604 Ha. As for the SMILES: C=C/C=C(/CF)CCl. The spin multiplicity is 1. The calculation puts the molecular weight at 134.6 g/mol. The value obtained for the HOMO energy is -9.74 eV.

CARTESIAN COORDINATES (ANGSTROEM)
H -3.08310 -0.58211 -0.23714
H -4.00925 1.64217 -1.17113
C -3.08472 1.51594 -0.37728
H -0.20480 1.15169 -1.36704
C 0.17110 0.11880 0.50277
C -2.48942 0.36844 0.18046
Cl 1.47305 -0.54734 -1.86435
H -2.55837 2.37926 -0.24973
H 1.61239 1.41421 -0.51561
C 1.39590 -0.33447 1.26519
F 0.93397 -1.29445 2.35314
H 1.98293 0.66546 1.84134
C -1.15792 0.10624 0.82719
H -1.37979 -0.25875 1.74393
C 0.55727 0.78875 -0.71241
H 1.83926 -0.83927 0.35553

Electronic structure analysis, Löwdin charges in units of e: number 1, H, carries 0.14; number 2, H, carries 0.12; number 3, C, carries -0.01; number 4, H, carries 0.06; number 5, C, carries -0.38; number 6, C, carries -0.15; number 7, Cl, carries 0.40; number 8, H, carries -0.01; number 9, H, carries 0.14; number 10, C, carries -0.10; number 11, F, carries -0.13; number 12, H, carries 0.20; number 13, C, carries -0.04; number 14, H, carries 0.07; number 15, C, carries -0.36; number 16, H, carries 0.05

[3]
The following is a DFT calculation (ωB97M-V with the def2-TZVPD basis set) of a molecular structure, C46H58AsMnO4S4 in a non-equilibrium geometry.

The energy above the lowest of the compared OMol25 structures with the same formula, charge and spin is 144.63 kJ/mol. The charge is -2. Its expectation value of S² is 6.2323. The gap between HOMO and LUMO (alpha / beta) is 0.2036 / 0.2046 Ha. The spin multiplicity is 5. The calculation puts the molecular weight at 933.1 g/mol. The value obtained for the HOMO energy (alpha / beta) is -1.94 / -1.96 eV.

CARTESIAN COORDINATES (ANGSTROEM)
H -0.93757 3.27614 3.97889
S -2.60758 -6.27103 4.87256
C -1.36746 -0.11127 -2.89055
H 2.65146 2.08850 -1.11121
O -3.08067 -2.11431 -0.30836
H 1.45471 -3.89229 1.80648
H -3.50545 6.07111 4.19836
C -4.47465 -2.40597 -0.49570
C 2.90344 -5.39680 -4.09551
O -1.61921 -0.62163 1.84760
H 3.69121 -2.02453 -4.36799
C 0.15300 -2.88124 -2.00746
C 1.96501 -1.66839 1.67542
C 3.44608 -4.07360 -3.49589
C -3.80450 0.43090 0.59254
C 2.43702 -3.73829 -2.42081
H 5.95492 1.79360 0.79603
C 2.68713 -3.65232 -1.08925
H -3.67795 6.49974 1.78936
H 1.74355 2.11620 2.32569
H -0.61942 5.43621 3.48276
H -0.65503 -0.22928 -3.73529
C -1.23195 -2.61206 -2.58874
H -1.43990 6.66810 2.61488
C -0.45825 2.16912 -4.44031
O 0.18675 -2.07546 3.12078
H -4.05306 -0.47096 1.15256
C 1.08242 -1.19975 2.57862
H 0.67178 2.79245 -2.18055
C 3.53248 -3.04961 -4.60537
S -3.14569 -3.00731 3.47982
C 2.03104 -3.12354 1.21405
C -2.47744 3.36256 2.53186
H -4.02486 3.08475 1.13284
H 0.20101 -1.78506 5.14278
C 2.79983 -0.74245 1.05029
C -1.31699 5.60582 2.59557
H 4.98431 -5.05030 -2.25365
H 4.44860 3.60909 0.80580
C 0.40067 -2.85073 -0.63698
H 2.57561 3.38500 0.92224
H -4.71477 -3.19705 0.22859
H -4.82419 5.27034 2.17685
H 4.39789 -3.23775 -5.27119
C -1.91931 0.59492 2.06632
H 1.82210 -5.32371 -4.18410
As -3.20048 -5.21587 3.11485
H 3.09210 -3.46010 1.28740
C -2.48650 1.29894 -1.37133
O -0.46714 -2.48844 0.26775
H -0.06831 3.07656 -4.88035
H 3.45734 -1.08619 0.27023
C -3.75624 5.43715 1.79111
H -5.11071 -1.52955 -0.19172
C -3.01418 0.21645 -0.71573
H 5.45008 0.09285 0.73021
C -1.15512 1.37262 3.00057
C -1.40799 2.69405 3.22560
C -1.26592 2.42017 -3.22777
C 3.60095 1.55350 -0.82578
H 3.60898 -4.08622 -0.68609
H 3.71801 3.13523 2.25364
H 1.50402 -2.88551 4.59924
S -5.08217 -5.80793 2.19255
H 5.36308 -3.40309 -2.64577
C 1.69156 -3.23858 -0.24429
H -2.62881 2.33302 -0.98170
H -1.03319 1.61297 -5.16084
S -1.55710 -4.88325 1.55410
C 5.21587 1.07853 1.10632
C -2.68186 4.83425 2.71414
H -1.21477 -2.67784 -3.67225
H -2.36479 4.87733 4.84738
C 0.98549 0.16751 2.89913
C -2.98290 1.25123 1.46030
C -3.22507 2.61703 1.68981
H -0.40457 -0.02392 4.55009
H -4.61765 -2.76056 -1.51321
C -3.16320 5.03356 4.13302
H 0.98203 -3.31275 -3.91394
C -2.45423 3.27027 -3.67477
H -0.84059 3.55442 -1.36271
C -0.33962 3.28101 -2.30556
H 5.28993 1.04295 2.20413
Mn -1.65406 -2.57920 1.70549
H -2.97315 3.68239 -2.79722
H -1.90515 -3.35406 -2.12800
H -0.29740 -3.47263 4.56299
C -1.69452 1.14427 -2.51490
H -2.03223 4.07783 -4.32081
H -0.08686 4.20863 -2.72764
H 0.40506 1.51550 4.43837
C 3.80823 1.58700 0.67438
C 4.92501 -4.28431 -3.04770
H -3.24041 2.73740 -4.20129
H 5.61136 -4.53809 -3.86759
H 3.61704 0.58217 -1.31159
C 1.86135 1.03897 2.25279
C -1.73989 -1.23454 -2.16726
H 3.44057 -5.57582 -5.06667
C 2.81399 0.61578 1.35954
H 0.38932 1.51844 -4.19161
C -2.66221 -1.04054 -1.10818
H -3.61650 5.15911 0.74332
H 4.35129 2.14067 -1.22957
C 3.61385 3.03324 1.21045
H -1.00977 5.20030 1.62761
C 1.17196 -3.35844 -2.82764
H 3.10736 -6.18901 -3.44709
H -4.73824 0.88002 0.48657
H 2.55833 -2.99567 -5.22786
C 0.39295 -2.62776 4.46846
H -4.06170 4.50419 4.29366
C -0.05806 0.78454 3.84057

Atom charges from the Löwdin analysis, given in e for atoms 1 to 99: number 1, H, carries 0.09; number 2, S, carries -0.26; number 3, C, carries 0.00; number 4, H, carries 0.09; number 5, O, carries -0.20; number 6, H, carries 0.13; number 7, H, carries 0.08; number 8, C, carries -0.04; number 9, C, carries -0.05; number 10, O, carries -0.14; number 11, H, carries 0.06; number 12, C, carries -0.11; number 13, C, carries -0.12; number 14, C, carries -0.54; number 15, C, carries -0.08; number 16, C, carries -0.22; number 17, H, carries 0.06; number 18, C, carries -0.01; number 19, H, carries 0.05; number 20, H, carries 0.10; number 21, H, carries 0.09; number 22, H, carries 0.12; number 23, C, carries -0.05; number 24, H, carries 0.05; number 25, C, carries -0.10; number 26, O, carries -0.23; number 27, H, carries 0.11; number 28, C, carries -0.23; number 29, H, carries 0.09; number 30, C, carries -0.08; number 31, S, carries 0.06; number 32, C, carries -0.07; number 33, C, carries -0.22; number 34, H, carries 0.10; number 35, H, carries 0.07; number 36, C, carries 0.03; number 37, C, carries -0.04; number 38, H, carries 0.08; number 39, H, carries 0.08; number 40, C, carries -0.29; number 41, H, carries 0.10; number 42, H, carries 0.07; number 43, H, carries 0.11; number 44, H, carries 0.08; number 45, C, carries -0.30; number 46, H, carries 0.08; number 47, As, carries -0.45; number 48, H, carries 0.12; number 49, C, carries 0.03; number 50, O, carries -0.21; number 51, H, carries 0.08; number 52, H, carries 0.11; number 53, C, carries -0.07; number 54, H, carries 0.10; number 55, C, carries -0.10; number 56, H, carries 0.07; number 57, C, carries -0.11; number 58, C, carries 0.01; number 59, C, carries -0.56; number 60, C, carries -0.04; number 61, H, carries 0.12; number 62, H, carries 0.06; number 63, H, carries 0.11; number 64, S, carries -0.28; number 65, H, carries 0.06; number 66, C, carries -0.15; number 67, H, carries 0.12; number 68, H, carries 0.08; number 69, S, carries 0.12; number 70, C, carries -0.05; number 71, C, carries -0.57; number 72, H, carries 0.11; number 73, H, carries 0.08; number 74, C, carries -0.08; number 75, C, carries -0.17; number 76, C, carries -0.01; number 77, H, carries 0.13; number 78, H, carries 0.09; number 79, C, carries -0.07; number 80, H, carries 0.11; number 81, C, carries -0.05; number 82, H, carries 0.08; number 83, C, carries -0.03; number 84, H, carries 0.09; number 85, Mn, carries 0.42; number 86, H, carries 0.08; number 87, H, carries 0.13; number 88, H, carries 0.07; number 89, C, carries -0.17; number 90, H, carries 0.09; number 91, H, carries 0.05; number 92, H, carries 0.09; number 93, C, carries -0.53; number 94, C, carries -0.06; number 95, H, carries 0.08; number 96, H, carries 0.07; number 97, H, carries 0.08; number 98, C, carries 0.01; number 99, C, carries -0.10